# 1
2 unconnected molecules or ions with the total composition H5N2OPS at a distorted geometry, computed with ωB97M-V/def2-TZVPD.

Geometry (Å):
N (1.185, -1.002, -0.821)
P (0.967, -0.985, 0.801)
O (1.849, -0.079, 1.488)
S (-0.348, -2.369, 1.092)
H (0.369, -1.143, -1.399)
H (2.008, -0.541, -1.265)
N (-1.245, 1.401, -0.082)
H (-0.923, 1.705, 0.715)
H (-2.122, 0.791, 0.032)
H (-1.742, 2.221, -0.562)

Calculated values
Frontier orbital gap ... 9.9 eV
Largest force on an atom ... 8.88 eV/Å
HOMO energy ... -9.55 eV
SMILES ... NP(=O)=S.N
ΔE to the lowest compared entry with this formula, charge and spin ... 28.3 kcal per mole

***

# 2
A single H5N2PS molecule at a distorted geometry, computed with ωB97M-V/def2-TZVPD.

Geometry (Å):
N (-0.247, 1.144, 0.467)
N (-0.878, -1.079, -0.497)
P (-0.131, -0.527, 0.878)
S (2.186, -0.499, 0.075)
H (-1.300, 1.223, 0.669)
H (0.424, 1.694, 0.965)
H (-1.198, -2.000, -0.735)
H (-0.657, -0.536, -1.262)
H (1.801, 0.580, -0.561)

Calculated values
Expectation value of S² ... 2.01
Frontier orbital gap (spin up / spin down) ... 6.2 / 6.2 eV
Largest force on an atom ... 3.40 eV/Å
HOMO energy (spin up / spin down) ... -5.16 / -8.85 eV
ΔE to the lowest compared entry with this formula, charge and spin ... 0.0 kcal per mole
2S+1 ... 3

***

# 3
2 unconnected molecules or ions with the total composition H5N5O at a distorted geometry, computed with ωB97M-V/def2-TZVPD.

Geometry (Å):
N (-1.138, 1.273, 0.550)
N (-1.398, 0.406, -0.312)
N (2.597, 0.805, -0.378)
N (-1.057, -0.816, -0.315)
N (1.615, 0.117, -0.375)
O (1.429, -0.757, 0.682)
H (-0.562, 0.890, 1.306)
H (-1.954, 0.802, -1.094)
H (3.243, 0.711, 0.421)
H (-1.405, -1.328, -1.120)
H (0.543, -1.155, 0.504)

Calculated values
Frontier orbital gap ... 10.3 eV
Largest force on an atom ... 1.74 eV/Å
HOMO energy ... -9.53 eV
ΔE to the lowest compared entry with this formula, charge and spin ... 3.4 kcal per mole

***

# 4
2 unconnected molecules or ions with the total composition H5NO2Si at a distorted geometry, computed with ωB97M-V/def2-TZVPD.

Geometry (Å):
N (-0.836, -1.212, 0.643)
Si (-1.513, 0.193, -0.051)
O (-1.002, 1.629, -0.015)
H (0.102, -1.420, 0.854)
H (-1.165, -2.170, 0.553)
H (-2.631, -0.115, -0.806)
O (1.856, 1.236, -0.770)
H (2.171, 2.050, -0.828)
H (0.886, 1.308, -0.616)

Calculated values
Frontier orbital gap ... 11.2 eV
Largest force on an atom ... 6.57 eV/Å
HOMO energy ... -10.79 eV
SMILES ... N[SiH]=O.O
ΔE to the lowest compared entry with this formula, charge and spin ... 65.2 kcal per mole

***

# 5
A molecular structure, H5NO2Si at a distorted geometry, computed with ωB97M-V/def2-TZVPD.

Geometry (Å):
N (-0.621, -1.370, 1.619)
O (-0.350, 0.866, -1.718)
O (1.464, 2.229, -0.443)
Si (0.811, 0.891, -0.690)
H (-1.196, -0.369, 1.668)
H (-1.087, -2.213, 0.943)
H (-0.423, 1.466, -2.457)
H (0.509, -1.188, 0.969)
H (0.893, -0.312, 0.109)

Calculated values
Expectation value of S² ... 2.01
Frontier orbital gap (spin up / spin down) ... 5.2 / 6.3 eV
Largest force on an atom ... 4.70 eV/Å
HOMO energy (spin up / spin down) ... -5.19 / -9.99 eV
ΔE to the lowest compared entry with this formula, charge and spin ... 84.7 kcal per mole
2S+1 ... 3

***

# 6
3 unconnected molecules or ions with the total composition H5NOS2Si at a distorted geometry, computed with ωB97M-V/def2-TZVPD.

Geometry (Å):
N (-1.058, 1.607, 0.300)
O (0.190, -0.979, -0.605)
Si (-0.666, -0.071, 0.342)
S (0.946, -0.664, -2.243)
S (-2.020, -1.323, 1.510)
H (-0.756, 2.381, -0.304)
H (-1.669, 1.784, 1.154)
H (3.099, -0.271, -0.341)
H (3.760, 0.032, -0.767)
H (-1.826, -2.497, 0.954)

Calculated values
Frontier orbital gap (spin up / spin down) ... 5.9 / 5.9 eV
Largest force on an atom ... 2.77 eV/Å
HOMO energy (spin up / spin down) ... -7.16 / -7.16 eV
ΔE to the lowest compared entry with this formula, charge and spin ... 68.4 kcal per mole

***

# 7
2 unconnected molecules or ions with the total composition H5NS2, computed with ωB97M-V/def2-TZVPD.

Geometry (Å):
S (0.893, 1.175, 0.670)
S (-0.516, 2.722, 0.780)
H (1.474, 1.674, -0.428)
H (-1.539, 1.897, 1.039)
N (0.012, -2.128, -0.367)
H (0.285, -1.291, 0.140)
H (0.383, -1.994, -1.301)
H (-0.990, -2.056, -0.531)

Calculated values
Frontier orbital gap ... 9.2 eV
Largest force on an atom ... 0.57 eV/Å
HOMO energy ... -9.09 eV
SMILES ... SS.N
ΔE to the lowest compared entry with this formula, charge and spin ... 4.1 kcal per mole

***

# 8
2 unconnected molecules or ions with the total composition H5NSSi, computed with ωB97M-V/def2-TZVPD.

Geometry (Å):
N (-0.984, 0.463, 0.228)
Si (0.658, 0.007, -0.229)
S (-3.132, 1.469, -0.664)
H (-1.619, -0.300, 0.405)
H (-1.086, 1.158, 0.955)
H (0.497, -0.795, -1.438)
H (1.254, -0.802, 0.843)
H (1.383, 1.256, -0.415)

Calculated values
Frontier orbital gap (spin up / spin down) ... 7.4 / 7.4 eV
Largest force on an atom ... 0.78 eV/Å
HOMO energy (spin up / spin down) ... -9.04 / -9.04 eV
ΔE to the lowest compared entry with this formula, charge and spin ... 31.1 kcal per mole

***

# 9
2 unconnected molecules or ions with the total composition H5O2, computed with ωB97M-V/def2-TZVPD.

Geometry (Å):
O (1.205, 0.141, 0.062)
H (1.413, -0.126, 0.969)
H (1.679, -0.396, -0.592)
O (-1.199, 0.341, -0.121)
H (-1.388, -0.209, -0.897)
H (-1.839, 0.100, 0.557)
H (0.129, 0.149, 0.022)

Calculated values
Total charge ... +1
Frontier orbital gap ... 14.4 eV
Largest force on an atom ... 0.88 eV/Å
HOMO energy ... -18.89 eV
ΔE to the lowest compared entry with this formula, charge and spin ... 3.8 kcal per mole

***

# 10
30 unconnected molecules or ions with the total composition H60O30 at a distorted geometry, computed with ωB97M-V/def2-TZVPD.

Geometry (Å):
O (-0.476, -0.703, -1.485)
O (-1.277, 1.883, -0.902)
O (1.443, -2.169, -0.278)
O (-3.030, -0.310, 0.697)
O (1.750, -0.931, 2.821)
O (3.402, 0.499, 0.853)
O (-2.157, -2.864, 0.709)
O (-0.652, 3.788, 1.065)
O (3.299, 1.838, -1.485)
O (1.803, 0.827, -3.810)
O (-0.069, 2.971, -3.121)
O (-0.422, -4.065, -1.428)
O (-2.349, -1.956, -3.179)
O (-4.115, 0.096, -1.806)
O (3.884, -1.948, -1.471)
O (0.086, -3.043, 3.478)
O (-3.645, 2.936, 0.032)
O (-2.596, -1.729, 3.520)
O (-0.188, -0.981, -4.625)
O (2.316, 1.542, 4.085)
O (-3.709, 0.803, 3.190)
O (-2.874, 2.402, -3.250)
O (0.702, 3.783, 3.430)
O (-1.599, 2.501, 4.398)
O (3.362, -3.985, 1.620)
O (5.213, -1.912, 0.856)
O (1.255, -3.770, -3.974)
O (-1.732, -4.957, 2.471)
O (3.986, -2.087, 3.714)
O (3.452, -4.686, -1.237)
H (-1.119, -1.337, -1.906)
H (0.227, -1.197, -1.039)
H (-0.752, 2.335, -1.585)
H (-1.109, 0.918, -0.988)
H (2.296, -1.752, -0.396)
H (1.604, -3.037, -0.640)
H (-3.305, 0.267, 1.398)
H (-3.491, -0.117, -0.096)
H (1.997, -0.515, 1.923)
H (0.808, -0.991, 2.802)
H (3.529, 1.025, 0.086)
H (3.693, 1.125, 1.583)
H (-1.314, -2.974, 0.215)
H (-2.271, -1.920, 0.636)
H (0.068, 3.581, 1.716)
H (-0.746, 3.025, 0.458)
H (2.568, 1.657, -2.045)
H (3.551, 2.757, -1.617)
H (2.399, 0.085, -3.776)
H (0.933, 0.350, -3.725)
H (0.579, 2.679, -3.829)
H (0.219, 3.880, -2.935)
H (-1.052, -4.603, -1.828)
H (0.125, -3.828, -2.235)
H (-2.700, -2.729, -3.583)
H (-3.162, -1.478, -3.100)
H (-5.069, 0.134, -1.830)
H (-3.833, 0.855, -2.349)
H (4.602, -1.689, -0.848)
H (4.092, -1.497, -2.329)
H (0.144, -2.610, 4.347)
H (0.872, -3.545, 3.337)
H (-2.780, 2.615, -0.299)
H (-4.300, 2.262, -0.027)
H (-2.231, -2.313, 2.838)
H (-3.075, -0.935, 3.242)
H (-1.062, -0.982, -4.187)
H (0.348, -1.745, -4.378)
H (2.292, 1.299, 5.021)
H (2.191, 0.776, 3.591)
H (-4.639, 0.921, 3.472)
H (-3.135, 1.452, 3.649)
H (-1.921, 2.389, -3.168)
H (-3.143, 3.271, -2.872)
H (0.906, 4.460, 4.012)
H (1.414, 3.061, 3.584)
H (-0.829, 2.913, 3.952)
H (-1.186, 2.139, 5.195)
H (3.122, -4.402, 0.777)
H (2.934, -4.496, 2.288)
H (4.646, -2.658, 1.193)
H (4.607, -1.132, 0.947)
H (0.777, -4.584, -4.027)
H (2.196, -3.920, -3.831)
H (-2.132, -4.363, 1.830)
H (-1.162, -4.315, 3.011)
H (4.638, -2.759, 3.492)
H (3.269, -2.176, 3.070)
H (3.680, -3.777, -1.567)
H (4.161, -5.272, -1.526)

Calculated values
Frontier orbital gap ... 8.8 eV
Largest force on an atom ... 3.92 eV/Å
HOMO energy ... -9.42 eV
ΔE to the lowest compared entry with this formula, charge and spin ... 60.3 kcal per mole

***

# 11
32 unconnected molecules or ions with the total composition H64O32 at a distorted geometry, computed with ωB97M-V/def2-TZVPD.

Geometry (Å):
O (-4.761, 0.134, 1.311)
H (-5.053, -0.633, 0.792)
H (-5.014, 0.026, 2.228)
O (-5.404, -2.335, 0.623)
H (-5.017, -2.879, -0.081)
H (-4.740, -2.371, 1.295)
O (5.617, -0.348, 2.932)
H (4.893, -0.570, 3.549)
H (6.362, -0.175, 3.457)
O (4.494, -3.665, 0.677)
H (5.144, -3.780, 1.367)
H (3.645, -3.894, 1.048)
O (-4.195, -3.701, -1.273)
H (-3.271, -3.374, -1.358)
H (-4.203, -4.676, -1.275)
O (0.345, -3.733, 3.265)
H (0.465, -4.534, 3.763)
H (1.023, -3.625, 2.585)
O (-3.733, 1.667, 3.723)
H (-3.390, 1.218, 4.511)
H (-3.130, 2.419, 3.567)
O (3.850, 1.737, 1.747)
H (2.892, 1.682, 1.854)
H (4.157, 0.824, 1.836)
O (0.673, 0.751, -4.325)
H (0.536, 1.453, -4.958)
H (0.058, 0.966, -3.617)
O (0.592, -3.169, -1.939)
H (-0.128, -2.501, -1.872)
H (1.420, -2.669, -1.750)
O (-1.752, -1.021, -5.064)
H (-1.384, -1.957, -5.113)
H (-0.942, -0.481, -4.997)
O (-1.479, 3.016, 0.748)
H (-2.391, 2.928, 1.018)
H (-1.540, 2.631, -0.144)
O (-1.103, 5.242, -0.716)
H (-0.342, 5.628, -0.283)
H (-1.321, 4.496, -0.151)
O (0.760, 3.163, 2.506)
H (1.014, 4.092, 2.679)
H (0.119, 3.171, 1.737)
O (2.717, -0.674, 0.987)
H (2.071, -0.170, 0.430)
H (3.190, -1.227, 0.344)
O (-2.860, -3.369, 1.863)
H (-2.027, -3.127, 1.480)
H (-2.623, -3.335, 2.804)
O (0.550, 0.902, -0.390)
H (-0.149, 0.845, 0.312)
H (0.054, 1.108, -1.155)
O (0.257, -3.368, -4.990)
H (1.107, -3.350, -5.434)
H (0.460, -3.077, -4.078)
O (-1.194, 1.997, -2.267)
H (-2.022, 1.763, -2.713)
H (-0.697, 2.720, -2.666)
O (0.056, 4.116, -3.060)
H (0.967, 4.390, -3.144)
H (-0.324, 4.616, -2.336)
O (1.677, -2.979, 1.062)
H (1.318, -3.267, 0.199)
H (1.956, -2.054, 1.024)
O (-0.036, 1.320, 4.680)
H (0.120, 2.078, 4.101)
H (0.673, 1.363, 5.347)
O (3.080, -1.921, -1.457)
H (3.762, -2.486, -1.061)
H (3.581, -1.259, -1.984)
O (-3.242, 0.270, -3.220)
H (-4.133, 0.645, -3.180)
H (-3.132, -0.191, -4.087)
O (-4.462, 2.842, 0.569)
H (-5.222, 3.398, 0.463)
H (-4.746, 1.943, 0.858)
O (3.639, 0.413, -3.202)
H (3.487, 0.970, -2.426)
H (2.815, 0.294, -3.700)
O (2.816, 4.815, -2.257)
H (3.495, 5.447, -2.081)
H (3.065, 4.029, -1.755)
O (3.266, -1.613, 3.785)
H (2.862, -1.175, 2.984)
H (2.608, -1.433, 4.485)
O (-0.053, -0.994, 3.295)
H (0.321, -1.823, 3.571)
H (-0.113, -0.389, 4.049)
O (2.986, 2.167, -0.881)
H (3.365, 1.892, -0.027)
H (2.059, 1.943, -0.821)
O (-1.829, -1.912, -1.621)
H (-1.972, -1.604, -0.730)
H (-2.195, -1.167, -2.122)
O (-1.638, -0.623, 1.073)
H (-1.096, -0.795, 1.882)
H (-2.382, -0.059, 1.295)

Calculated values
Frontier orbital gap ... 10.6 eV
Largest force on an atom ... 2.62 eV/Å
HOMO energy ... -10.83 eV
ΔE to the lowest compared entry with this formula, charge and spin ... 12.3 kcal per mole

***

# 12
32 unconnected molecules or ions with the total composition H64O32 at a distorted geometry, computed with ωB97M-V/def2-TZVPD.

Geometry (Å):
O (-3.220, -1.733, 3.327)
H (-3.369, -1.975, 4.245)
H (-2.319, -2.030, 3.015)
O (3.728, 0.065, 3.686)
H (2.802, 0.388, 3.828)
H (4.149, 0.112, 4.551)
O (1.365, 5.343, 0.862)
H (1.357, 4.727, 0.112)
H (2.053, 5.969, 0.624)
O (1.235, -4.589, 1.890)
H (1.583, -3.757, 2.170)
H (0.265, -4.537, 1.960)
O (2.918, -0.488, -3.305)
H (3.111, -1.179, -2.644)
H (1.953, -0.533, -3.259)
O (-0.887, -4.592, -1.742)
H (-1.860, -4.474, -1.677)
H (-0.713, -5.516, -1.893)
O (-0.820, 2.333, 4.118)
H (-0.822, 3.273, 3.919)
H (-1.612, 1.971, 3.711)
O (-0.619, 1.916, -4.031)
H (-0.527, 1.053, -4.467)
H (-0.190, 2.533, -4.640)
O (-5.009, 0.575, -1.182)
H (-5.168, -0.270, -0.712)
H (-4.706, 1.214, -0.565)
O (1.100, 0.835, 3.489)
H (0.329, 1.405, 3.739)
H (0.863, 0.278, 2.722)
O (-1.455, -4.882, 1.540)
H (-1.519, -5.580, 0.848)
H (-1.882, -4.147, 1.158)
O (-0.380, -0.964, -4.148)
H (-1.199, -1.118, -3.630)
H (-0.055, -1.801, -4.484)
O (3.667, 2.183, -2.828)
H (3.438, 1.238, -2.815)
H (4.386, 2.245, -3.464)
O (-1.245, 1.508, -1.247)
H (-1.653, 1.564, -2.141)
H (-0.341, 1.789, -1.411)
O (-2.671, 1.064, 2.485)
H (-3.465, 1.622, 2.542)
H (-2.813, 0.212, 2.950)
O (5.206, 2.501, -0.290)
H (4.860, 2.464, -1.190)
H (5.441, 3.433, -0.131)
O (2.001, 4.839, 4.528)
H (1.066, 4.793, 4.358)
H (2.420, 4.932, 3.668)
O (-3.205, -0.323, -3.040)
H (-3.743, 0.180, -3.642)
H (-3.680, -0.143, -2.207)
O (-4.662, -1.806, 0.658)
H (-3.829, -1.452, 0.220)
H (-4.394, -1.747, 1.594)
O (2.941, -5.380, -0.187)
H (3.239, -6.112, 0.392)
H (2.287, -4.931, 0.409)
O (-0.977, 5.142, 2.593)
H (-1.762, 5.519, 2.197)
H (-0.300, 5.335, 1.968)
O (-0.599, -1.767, 1.979)
H (-1.169, -1.269, 1.374)
H (-0.138, -2.289, 1.348)
O (1.392, -3.308, -4.679)
H (1.627, -3.993, -4.043)
H (2.236, -2.943, -5.023)
O (2.493, 2.344, 1.271)
H (2.106, 1.955, 2.049)
H (3.436, 2.160, 1.367)
O (-3.373, -3.401, -1.431)
H (-4.187, -3.401, -0.916)
H (-3.511, -2.853, -2.222)
O (-1.401, 4.481, -0.614)
H (-1.277, 3.538, -0.461)
H (-0.825, 4.620, -1.411)
O (-3.808, 2.358, 0.525)
H (-2.866, 2.287, 0.279)
H (-4.176, 3.109, 0.049)
O (-1.808, -0.971, -0.332)
H (-1.603, -0.043, -0.608)
H (-1.113, -1.528, -0.630)
O (0.346, -2.566, -0.588)
H (-0.074, -3.365, -0.962)
H (1.322, -2.596, -0.829)
O (3.234, -0.728, 0.510)
H (4.059, -0.591, 0.974)
H (2.761, 0.101, 0.657)
O (2.877, -2.698, -1.258)
H (2.948, -3.639, -0.984)
H (3.052, -2.158, -0.467)
O (1.390, 3.013, -1.427)
H (1.775, 2.706, -0.586)
H (2.185, 2.945, -2.015)

Calculated values
Frontier orbital gap ... 10.7 eV
Largest force on an atom ... 2.70 eV/Å
HOMO energy ... -10.69 eV
ΔE to the lowest compared entry with this formula, charge and spin ... 22.8 kcal per mole